No. 1
101
Properties=species:S:1:pos:R:3:lowdin_charge:R:1 method="wB97M-V/def2-TZVPD" relative_energy_kj_mol=29.4 e_homo_ev=-10.5 total_energy_ha=-5223.582986 mol_weight_g_mol=1062.55 charge=+1 homo_lumo_gap_ev=8.12
H -0.189 -3.393 -0.691 0.114
H -3.707 1.182 0.782 0.121
C 1.463 5.157 -3.562 -0.087
H 4.112 0.757 -4.957 0.106
H -1.521 3.707 3.298 0.122
C 2.659 5.591 -3.005 -0.093
C 4.455 -1.627 -0.506 -0.093
C 2.000 0.364 -5.132 -0.275
H -0.515 -1.319 -3.283 0.125
C 4.059 -2.110 -1.746 -0.085
H 0.230 0.431 4.401 0.112
O -1.285 1.403 2.244 -0.108
C 1.005 -0.089 -5.994 -0.107
C -0.768 5.596 2.608 -0.136
C -2.088 -3.591 1.851 -0.446
H 2.853 -0.743 -8.754 0.104
H -2.430 -6.065 3.212 0.089
C -3.828 -1.570 2.362 -0.444
C -1.239 -4.994 0.396 -0.027
Ge 1.638 0.964 -3.310 1.019
C 1.184 3.800 -3.628 -0.111
N -5.154 -1.327 2.240 -0.115
O 1.152 0.140 1.854 -0.219
H -1.114 6.150 3.469 0.096
N -0.989 -1.121 3.546 -0.017
C 3.314 0.408 -5.605 -0.109
C 2.119 -1.775 2.827 -0.146
C -0.936 -0.758 -1.283 -0.626
H 0.753 5.876 -3.950 0.105
C -0.786 2.087 1.292 -0.544
H 0.246 3.483 -4.072 0.097
C -6.250 -2.121 2.777 -0.014
C -0.996 -0.797 5.749 -0.013
H -0.028 -0.134 -5.666 0.088
O -1.966 -0.629 -0.567 -0.096
O -0.477 1.451 0.240 -0.097
C -4.020 0.295 1.305 -0.090
C -0.550 3.534 1.398 -0.125
H -6.068 -3.178 2.600 0.080
C -0.082 6.243 1.587 -0.728
H 2.772 1.303 -0.497 0.105
H 4.422 -3.067 -2.097 0.102
C 3.621 0.013 -6.898 -0.080
H 0.914 6.061 -0.311 0.089
C -2.662 -2.549 6.414 -0.017
H 5.134 -2.203 0.110 0.103
H 0.487 3.629 -0.478 0.114
N 1.252 -2.338 1.794 -0.004
Zr -0.687 -0.495 1.244 1.945
H -2.695 -3.603 6.155 0.081
H 1.663 -2.112 0.887 0.075
C 3.142 0.355 -0.868 -0.115
C 0.136 4.189 0.379 0.012
H -0.829 -0.474 6.761 0.133
C -0.997 4.234 2.512 -0.002
H -0.587 1.580 -2.273 0.069
H 4.312 0.001 0.890 0.109
C 1.950 -0.267 2.820 -0.633
C 3.285 3.306 -2.589 -0.105
N -2.030 -4.902 1.507 -0.118
O 0.152 -1.040 -0.671 -0.136
C 2.760 -0.102 -2.130 -0.270
C 2.085 2.852 -3.136 -0.269
H -2.032 -0.439 -3.023 0.125
H -2.388 -6.935 1.673 0.096
O 2.475 0.450 3.634 0.092
H 1.240 -3.352 1.835 0.095
C 1.306 -0.489 -7.291 -0.086
P -3.082 -2.976 3.234 1.185
C 3.570 4.664 -2.522 -0.080
C -1.834 -1.982 4.102 -0.440
C -0.978 -0.486 -2.746 -0.133
H 3.178 -2.009 2.696 0.126
I 0.269 8.288 1.728 0.902
H 2.962 -1.715 -3.539 0.099
C -0.836 -3.726 0.102 -0.109
C 3.227 -1.345 -2.555 -0.104
H 4.644 0.059 -7.249 0.105
H 0.519 -0.836 -7.947 0.103
N -3.122 -0.603 1.807 -0.020
H 2.882 6.649 -2.956 0.105
H -3.784 -5.922 2.068 0.092
C 0.375 5.548 0.473 -0.128
H -3.674 -2.149 6.454 0.096
C -0.476 -0.364 4.568 -0.084
H -2.197 -2.440 7.390 0.098
H -6.370 -1.945 3.845 0.096
H 1.817 -2.138 3.811 0.122
C 2.615 -0.437 -7.743 -0.086
C 3.996 -0.390 -0.069 -0.088
C -2.705 -6.018 2.161 -0.017
C -0.303 0.861 -3.045 -0.242
N -1.855 -1.818 5.444 -0.117
H 4.507 4.998 -2.095 0.105
H -1.037 -5.936 -0.084 0.130
C -5.284 -0.139 1.570 -0.024
H 4.016 2.599 -2.217 0.094
H -6.247 0.281 1.341 0.129
N -1.374 -2.858 1.015 -0.017
H -7.163 -1.835 2.263 0.097
H -0.715 1.239 -3.984 0.067

---

No. 2
105
Properties=species:S:1:pos:R:3:lowdin_charge:R:1 method="wB97M-V/def2-TZVPD" relative_energy_kj_mol=248.4 e_homo_ev=-7.2 total_energy_ha=-3392.924840 mol_weight_g_mol=880.73 charge=0 homo_lumo_gap_ev=5.83
O -3.091 -1.716 0.713 -0.044
H 0.463 1.742 -7.063 0.057
C 0.833 -3.857 -3.781 0.043
H 8.137 1.776 0.073 0.182
H 1.163 9.502 1.556 -0.027
C 1.698 6.248 1.403 -0.006
H -3.997 -3.958 0.503 0.081
C -0.332 1.823 -3.934 -0.017
C -0.193 5.065 0.439 -0.410
C -1.165 -0.856 -4.453 0.035
Li -0.847 2.002 3.472 0.846
H -1.610 -1.577 3.134 0.101
H -2.899 -6.721 3.858 0.126
C -5.779 2.318 0.037 -0.031
C 3.667 2.294 -0.675 -0.206
C 1.441 -1.933 4.415 -0.357
S -0.094 0.508 0.902 0.338
H -4.082 -5.767 2.075 0.093
O 2.376 2.455 -1.178 0.004
H 4.434 2.307 -2.670 0.086
C -1.264 -0.192 -3.158 -0.223
C -0.581 -0.029 -5.485 -0.043
H 1.816 4.198 1.186 0.108
C 1.710 -2.513 5.594 -0.019
H 3.283 -3.967 -5.659 0.061
O -1.375 0.242 0.356 -0.312
H 3.673 -4.049 -1.219 0.068
C 1.128 5.041 0.935 0.007
C -0.214 1.226 -5.262 -0.313
C -7.005 2.128 -0.613 -0.026
C 0.733 -3.448 -2.468 0.002
H -1.477 -0.567 -1.229 0.034
C 2.998 -4.074 -1.917 0.000
O -3.530 1.756 0.292 0.078
C -0.794 1.184 -2.904 -0.030
O 1.602 -3.430 -0.244 -0.093
O -0.210 0.676 2.368 -0.423
H 3.245 2.547 1.210 -0.025
C 0.994 7.485 1.229 -0.248
H 6.927 2.516 -1.986 0.143
C -0.865 6.253 0.110 0.012
O 3.169 -5.690 4.567 0.089
H 0.768 -3.675 0.326 0.187
C 2.172 -4.114 -4.226 -0.195
H -0.859 8.536 0.398 0.155
H -2.947 1.098 0.070 -0.004
O -1.713 -0.904 -2.095 0.017
H -2.248 -0.915 0.633 0.134
C 2.140 -3.953 3.329 0.025
C -0.260 7.502 0.632 -0.027
H -0.249 2.984 -3.648 0.176
C -6.017 0.333 -1.895 0.016
C -3.476 -4.947 2.316 -0.016
C -3.607 -3.885 1.426 -0.033
C -7.071 1.185 -1.649 -0.401
H -4.051 0.127 -1.428 0.014
H -1.460 -1.758 -4.519 0.025
C 2.354 -3.758 5.658 -0.010
H 2.506 -4.311 6.536 0.099
C 3.937 2.402 0.727 -0.041
H 1.213 -2.497 2.268 0.060
C -2.678 -4.811 3.462 -0.366
C 4.731 2.315 -1.678 -0.026
H 4.214 -4.476 -3.786 0.120
O 2.377 -4.224 -5.660 0.025
C 1.704 -3.763 -1.577 -0.361
H -0.257 3.164 -0.011 0.057
O 1.543 8.757 1.729 0.036
O 0.906 -0.645 4.412 -0.046
O -8.233 0.945 -2.254 0.032
C -2.943 -2.706 1.618 -0.334
H 1.430 -2.001 6.489 0.117
H -5.880 3.286 0.674 0.146
H 2.296 -4.533 2.367 0.120
C 1.478 -2.678 3.273 -0.019
C 6.285 2.354 0.220 -0.258
O 0.287 2.097 -6.230 0.035
H -0.217 -0.397 -6.505 0.140
O 0.465 1.658 0.302 -0.295
H 3.162 -6.296 5.302 0.120
H -1.873 6.208 -0.378 0.127
H -0.147 -2.935 -2.035 0.136
O 0.804 -0.663 0.559 -0.418
C 2.541 -4.562 4.561 -0.392
H -8.477 1.879 -2.467 0.128
C 6.034 2.337 -1.246 -0.030
H 0.625 -0.238 3.455 0.089
H 2.632 6.375 1.831 0.086
C -2.067 -2.529 2.795 -0.005
H -6.296 -0.462 -2.693 0.161
H -7.798 2.829 -0.263 0.121
H -1.001 1.663 -2.036 0.071
O 7.595 2.475 0.707 -0.056
C 3.252 -4.286 -3.280 0.018
C 5.160 2.487 1.137 -0.015
C -2.063 -3.550 3.734 -0.029
O -0.702 4.029 -0.105 0.060
C -4.840 0.536 -1.232 0.013
H 1.711 2.283 -0.478 0.018
C -4.710 1.573 -0.324 -0.323
Li 2.145 -1.537 -0.314 0.736
O -2.525 -5.887 4.203 0.042
H 5.328 2.812 2.097 0.100
H 0.185 -3.647 -4.457 0.048
H -1.397 -3.631 4.693 0.148

---

No. 3
99
Properties=species:S:1:pos:R:3:lowdin_spin:R:1 method="wB97M-V/def2-TZVPD" relative_energy_kj_mol=62.7 s2=1.046 e_homo_ev="-5.0 / -5.5" total_energy_ha=-4250.511360 spin_multiplicity=2 mol_weight_g_mol=1049.09 charge=-1 homo_lumo_gap_ev="6.00 / 6.22"
H 3.362 3.391 -4.322 0.000
C -6.252 -0.148 -1.971 0.000
C 1.710 3.827 -3.008 0.000
C 4.548 -2.774 2.154 -0.002
C -7.553 2.253 -2.068 0.000
C -8.104 1.178 -2.742 0.000
C 5.261 -2.073 3.117 0.014
N -8.254 3.557 -2.140 0.000
C -1.718 -5.495 2.207 0.000
Pd -2.700 0.667 1.539 -0.161
C -6.389 2.165 -1.330 0.000
S -1.279 1.917 3.690 0.237
C -1.510 -3.101 2.362 -0.001
C 3.280 -2.377 1.740 0.015
H -1.302 -1.290 -0.967 0.000
H -3.220 -4.081 1.564 0.000
H 1.308 3.088 1.382 0.002
H 4.982 -3.667 1.714 0.000
H -2.359 1.944 -2.049 0.000
C 2.710 4.230 -4.060 0.000
O -1.611 3.214 0.769 -0.001
C 3.602 0.956 -0.080 0.014
C 2.715 -0.857 -4.648 0.000
H -5.999 3.018 -0.795 0.000
C 2.718 0.115 -0.966 0.013
H 4.312 0.334 0.473 0.000
C -0.357 2.713 -2.392 0.000
C 2.557 -3.245 0.745 0.006
C 1.199 -1.415 -2.717 -0.001
H 3.216 -1.804 -4.860 0.000
H 2.803 -4.293 0.924 0.001
H 0.304 -2.387 3.255 0.004
C 0.549 3.150 -3.352 0.000
H 1.836 -0.800 -5.292 0.000
H 3.368 0.914 4.902 0.000
H 2.310 4.464 0.886 0.000
H -0.400 -2.435 0.025 0.003
C -1.006 2.447 0.024 0.002
S -3.260 -0.230 4.753 -0.048
O -7.734 4.511 -1.604 0.000
H 2.214 4.553 -4.977 0.000
C -0.475 -2.003 -0.974 0.005
H 5.179 -0.435 4.493 0.000
N -1.386 -0.639 2.231 0.272
O -3.623 -0.042 -0.875 0.000
C 0.798 -1.324 -1.390 0.003
H -0.722 -2.806 -1.671 0.000
H 2.836 4.643 -1.376 0.000
C 2.727 -1.213 2.291 0.050
H 1.762 0.511 4.299 0.000
H 0.590 -1.998 -3.401 0.000
S -1.207 0.458 4.902 0.219
S -3.910 1.022 3.483 -0.117
H 6.658 -3.556 3.823 0.001
H 7.028 -1.908 4.338 0.000
Te 0.995 -0.226 1.496 0.328
O -4.368 1.525 0.543 0.011
H -7.845 -0.894 -3.203 0.000
C 1.941 4.099 -1.664 0.000
H -2.293 -6.368 1.922 0.000
C -2.100 -1.753 2.086 0.022
H 1.254 -4.635 3.587 0.000
H 3.940 0.540 -2.667 0.001
C -7.438 -0.036 -2.684 0.000
O -3.307 -1.651 1.755 0.010
C -5.730 0.944 -1.289 0.001
C 2.326 -0.760 -3.197 0.001
C -0.255 -3.259 2.942 0.002
C 1.052 3.691 -0.676 0.000
H 2.806 1.551 3.354 0.002
C 1.581 -0.561 -0.517 0.040
H 2.837 -3.001 -0.282 0.001
H -2.020 2.441 -3.717 0.000
C 3.071 -0.003 -2.309 0.002
O -1.025 1.157 0.085 0.009
H 3.030 1.526 0.655 0.008
C -4.456 0.781 -0.497 0.001
H 0.341 2.948 -4.400 0.000
C -0.092 2.982 -1.050 0.001
C 2.801 0.673 4.004 0.004
H -1.358 0.938 -3.063 0.000
C -2.243 -4.228 2.006 -0.001
H 3.393 -0.050 -4.927 0.000
C -1.597 1.975 -2.824 0.000
C 3.394 -0.533 3.318 0.021
H -0.044 -6.638 2.922 0.000
C 1.331 3.997 0.773 0.001
C 0.274 -4.526 3.139 0.000
H -9.026 1.302 -3.288 0.000
H 7.340 -2.409 2.676 0.001
C 6.646 -2.509 3.513 0.003
H 4.159 1.669 -0.685 0.001
H -5.704 -1.080 -1.931 0.000
H 0.567 4.656 1.185 0.000
C 4.656 -0.973 3.708 0.000
H 3.346 5.044 -3.711 0.000
H 1.476 -3.135 0.823 0.003
C -0.455 -5.648 2.767 -0.001
O -9.315 3.594 -2.737 0.000

---

No. 4
94
Properties=species:S:1:pos:R:3:lowdin_charge:R:1 method="wB97M-V/def2-TZVPD" relative_energy_kj_mol=5.8 e_homo_ev=-10.1 total_energy_ha=-2505.210257 mol_weight_g_mol=883.15 charge=+1 homo_lumo_gap_ev=6.62
C -2.637 -3.363 3.184 -0.069
C -2.746 -3.546 -3.997 -0.071
H 1.808 2.473 4.910 0.046
H -4.869 3.913 -2.597 0.109
C -4.934 2.747 -0.795 -0.069
H 1.421 -4.143 -2.905 0.115
H -0.500 1.078 5.150 0.045
C 2.326 0.960 1.029 -0.296
H -3.522 -3.840 -4.692 0.108
H 1.045 0.775 -6.072 0.109
C -0.752 -2.797 -2.214 -0.172
H 2.169 -0.895 -4.632 0.115
C 4.494 2.175 -0.306 -0.068
C 2.037 -3.921 -2.045 -0.023
N -1.170 5.493 1.857 0.030
C -1.167 -4.125 -2.279 -0.033
C -4.324 1.761 -0.038 -0.024
C -2.331 -2.224 -3.937 -0.061
H -0.708 -4.137 3.717 0.113
H -0.051 3.013 -2.573 0.125
N -3.231 -0.551 0.949 0.139
H -3.177 -4.120 3.734 0.108
H -2.779 -1.483 -4.587 0.108
H 3.650 -5.166 -2.701 0.110
H -4.745 1.438 0.904 0.113
H -2.491 -5.525 -3.208 0.110
C 4.101 -4.198 -0.841 -0.068
C 2.208 1.473 -0.259 -0.214
C 3.646 -3.323 0.139 -0.059
C 0.261 -2.378 -1.203 -0.243
H -2.701 4.010 1.729 0.135
H -2.787 2.848 -3.415 0.107
H 4.275 -3.084 0.987 0.109
H 3.758 0.581 2.576 0.088
N -0.016 -1.394 -0.468 -0.036
C 2.391 -2.752 0.032 -0.027
C 1.001 1.185 -2.259 -0.302
H -0.718 -4.862 -1.624 0.124
H -1.830 6.084 1.373 0.099
H 0.569 -2.443 2.497 0.079
C -0.571 0.543 4.197 -0.161
H 3.101 2.491 -1.912 0.127
H 5.082 -4.645 -0.755 0.109
Si 1.151 0.597 3.464 0.444
H 5.317 2.652 -0.820 0.108
N 1.226 0.370 1.688 -0.216
H -0.887 5.959 2.708 0.100
H 1.855 -0.673 5.437 0.041
H 2.706 2.599 3.395 0.031
C -4.383 3.147 -2.008 -0.072
O -1.061 1.945 1.432 -0.078
C -2.569 -1.459 1.751 -0.280
H 0.115 4.618 0.839 0.124
O 0.950 1.336 -0.865 -0.119
C 3.297 -4.493 -1.932 -0.062
C 0.409 2.154 -3.045 -0.026
H 2.111 -1.650 3.995 0.023
C 1.037 0.894 -4.997 -0.069
C 0.419 1.996 -4.426 -0.060
C -1.238 -3.363 3.175 -0.052
C -1.169 -1.391 1.786 -0.261
C 2.200 -0.640 4.400 -0.158
H -5.848 3.204 -0.439 0.110
H -0.924 -0.462 4.416 0.030
C -3.313 -2.409 2.457 -0.005
C 4.665 1.623 0.954 -0.070
C -1.681 4.149 2.090 -0.122
H -4.393 -2.390 2.399 0.118
C -2.164 -4.495 -3.166 -0.063
H 2.168 -0.610 -2.170 0.124
C 1.658 0.098 -2.811 -0.016
C 1.574 -3.054 -1.059 -0.169
H -1.689 1.091 -2.048 0.074
C -0.815 3.140 1.359 -0.489
Os -0.370 -0.007 0.583 1.540
O 0.176 3.637 0.679 0.160
H -1.322 1.048 3.589 0.016
C -3.213 2.555 -2.464 -0.063
C 3.600 1.024 1.604 -0.052
H -1.676 3.870 3.145 0.139
H 5.634 1.649 1.434 0.110
H -0.044 2.746 -5.054 0.110
C -2.592 1.575 -1.705 -0.032
C -0.513 -2.403 2.486 -0.107
H 2.043 -2.058 0.790 0.083
C 1.740 2.342 3.827 -0.140
C -1.338 -1.848 -3.046 -0.027
C -3.151 1.181 -0.505 -0.252
H -1.000 -0.820 -3.003 0.089
N -2.474 0.169 0.252 -0.097
H 3.259 -0.382 4.422 0.027
H 1.008 3.069 3.462 0.022
C 1.667 -0.045 -4.189 -0.051
C 3.253 2.092 -0.918 0.000